Molecular formula: C2H6Cl2N6
Method: DFT, ωB97M-V with the def2-TZVPD basis set

Each line ends with the Löwdin charge.
Cartesian coordinates (Å):
1 Cl -0.33225 -3.60443 2.19597  0.968
2 Cl 0.56900 3.70870 -2.44570  0.978
3 N 0.03061 1.60101 -0.71797  0.056
4 N -0.40195 -0.21809 0.45664  0.014
5 N -0.06213 -1.35840 0.98513  -0.009
6 N 2.19710 1.70859 -1.75011  0.257
7 N 0.44025 0.46184 -0.23092  -0.012
8 N -2.21499 -1.84886 1.75848  0.205
9 C 1.09124 2.30334 -1.75756  -0.602
10 C -0.94698 -2.24529 1.52818  -0.741
11 H 2.24209 0.93851 -1.10753  0.132
12 H 2.81704 1.74933 -2.46850  0.133
13 H -2.42034 -1.07098 1.12045  0.128
14 H -3.00799 -2.17756 2.26319  0.147
15 H 0.90993 -1.75112 0.68647  0.213
16 H -0.91062 1.80341 -0.51622  0.131

Its charge is +2. Its structure (SMILES) is [NH2+]=C(Cl)N/N=N/NC(=[NH2+])Cl. For the HOMO-LUMO gap, the calculation gives 8.54 eV.



Molecular formula: C2H6Cl3NSi
Method: DFT, ωB97M-V with the def2-TZVPD basis set

Each line ends with the Löwdin charge.
Cartesian coordinates (Å):
1 Cl 3.68940 1.73702 0.33537  0.298
2 Cl 2.76267 -0.58591 -1.79544  0.251
3 Cl 3.63949 -1.53299 1.17161  0.257
4 Si 2.77206 -0.01869 0.15048  -0.648
5 N 0.05800 0.59163 0.35124  -0.025
6 C -0.81566 -0.38886 -0.11925  -0.430
7 C -2.27683 0.27759 -0.27032  -0.105
8 H -1.26836 -1.26881 0.56521  0.132
9 H -2.38114 1.15586 -0.85862  0.039
10 H -0.49008 -0.88053 -1.03125  0.074
11 H -0.13807 0.61415 1.34821  0.025
12 H -2.49523 0.64383 0.79085  0.086
13 H -3.05626 -0.34428 -0.63809  0.046

For the HOMO-LUMO gap (spin up / spin down), the calculation gives 7.25 / 8.20 eV.



Molecular formula: C2H6Cl3PSi
Method: DFT, ωB97M-V with the def2-TZVPD basis set

Each line ends with the Löwdin charge.
Cartesian coordinates (Å):
1 Cl -2.70514 -1.41221 -0.48933  0.136
2 Cl -0.67273 -0.41164 2.29212  0.255
3 Cl -3.00841 1.60432 -0.11655  0.101
4 P -1.76159 0.29268 -1.02226  -0.038
5 Si 0.01164 -0.02218 0.37059  -0.078
6 C 0.70272 -1.57760 -0.50570  -0.251
7 C 1.11946 1.46749 0.43968  -0.250
8 H -0.14796 -1.69798 -1.15060  -0.066
9 H 0.48848 2.42478 0.69529  0.080
10 H 2.05539 1.47745 0.88435  -0.001
11 H 1.73941 -1.40616 -1.00201  0.072
12 H 0.83176 -2.40180 0.19905  0.025
13 H 1.34695 1.66285 -0.59462  0.013

Its structure (SMILES) is C[Si](C)(Cl)P(Cl)Cl. For the HOMO-LUMO gap, the calculation gives 9.55 eV.



Molecular formula: C2H6ClFN
Method: DFT, ωB97M-V with the def2-TZVPD basis set

Each line ends with the Löwdin charge.
Cartesian coordinates (Å):
1 Cl -1.84750 1.13951 0.09316  0.831
2 F -1.82108 -1.33051 -0.47408  -0.005
3 N 0.99825 0.61563 -0.66958  0.065
4 C 0.91127 -0.33491 0.32045  -0.074
5 C -1.52743 -0.43278 0.47314  -0.615
6 H 0.91587 0.30794 -1.66732  0.208
7 H 0.91878 -0.18139 1.40125  0.085
8 H 0.12456 1.13455 -0.78589  0.051
9 H 1.81922 1.21706 -0.51975  0.191
10 H -1.75642 -0.69698 1.56659  0.129
11 H 1.26447 -1.43812 0.26203  0.134

Its charge is +1. For the HOMO-LUMO gap (spin up / spin down), the calculation gives 8.86 / 8.91 eV.



Molecular formula: C2H6ClN2
Method: DFT, ωB97M-V with the def2-TZVPD basis set

Each line ends with the Löwdin charge.
Cartesian coordinates (Å):
1 Cl 3.60640 -0.38383 0.26393  0.569
2 N 1.78800 -0.16587 0.01206  -0.394
3 N -1.73344 -0.76013 0.36898  0.135
4 C -1.28535 0.27993 -0.25484  -0.028
5 C 1.04316 0.80598 -0.17395  -0.029
6 H -0.85768 0.11387 -1.22883  0.079
7 H -1.74459 -1.68209 0.04590  0.117
8 H 1.46148 1.86081 -0.13471  0.106
9 H -2.21939 -0.41545 1.26689  0.188
10 H 1.36561 -1.05342 -0.25227  0.095
11 H -1.42419 1.40020 0.08684  0.162

Its charge is +1. For the HOMO-LUMO gap, the calculation gives 8.99 eV.



Molecular formula: C2H6ClN2P
Method: DFT, ωB97M-V with the def2-TZVPD basis set

Each line ends with the Löwdin charge.
Cartesian coordinates (Å):
1 Cl 4.00390 -0.00483 -0.38160  -0.030
2 P -0.17298 -1.52019 0.13468  0.856
3 N 1.84112 0.23414 0.20677  -0.376
4 N 1.48666 -0.97571 0.02017  -0.370
5 C 1.35067 1.31364 0.32436  0.048
6 C -1.24004 -0.12850 -0.41523  -0.353
7 H -0.60848 0.83940 -0.42120  0.015
8 H -2.18256 0.01016 0.21825  0.069
9 H -1.38402 -0.19692 -1.46665  0.004
10 H 2.30674 -1.61324 -0.36220  0.094
11 H -0.07065 -1.51766 1.54601  -0.068
12 H 1.85082 2.28176 0.57391  0.111

For the HOMO-LUMO gap (spin up / spin down), the calculation gives 7.63 / 7.62 eV.



Molecular formula: C2H6ClNS
Method: DFT, ωB97M-V with the def2-TZVPD basis set

Each line ends with the Löwdin charge.
Cartesian coordinates (Å):
1 Cl -2.00435 0.27181 -0.84593  0.674
2 S -1.47622 2.89321 0.27712  0.766
3 N -0.65836 0.76585 1.34382  -0.001
4 C 1.17770 -1.59077 -0.69412  -0.062
5 C -1.33087 1.18786 0.38418  -1.364
6 H -0.40199 3.01963 1.05765  -0.107
7 H 1.36083 -1.49918 0.46503  0.062
8 H 0.86402 -0.67563 -1.06917  -0.042
9 H 0.50297 -2.32501 -1.07084  0.004
10 H 2.17841 -1.89188 -1.10871  0.034
11 H -0.21214 -0.15589 1.26098  0.036

Its structure (SMILES) is [H]/N=C(/S)Cl.C. For the HOMO-LUMO gap, the calculation gives 10.44 eV.



Molecular formula: C2H6ClO4P
Method: DFT, ωB97M-V with the def2-TZVPD basis set

Each line ends with the Löwdin charge.
Cartesian coordinates (Å):
1 Cl -2.62975 0.73938 -1.55457  0.576
2 P -0.37026 0.66684 0.43748  0.522
3 O -1.07316 0.38609 -1.48121  -0.839
4 O -1.51589 1.14095 1.23413  -0.250
5 O 0.16587 -0.75381 0.76893  -0.209
6 O 0.88278 1.53926 0.22633  -0.178
7 C -0.81076 -1.80795 0.90541  -0.083
8 C 1.91395 1.25495 -0.67953  -0.093
9 H 1.69300 0.34352 -1.29417  0.108
10 H -1.49748 -1.71172 1.73277  0.081
11 H 2.08505 2.13583 -1.25173  0.094
12 H 2.81300 0.84908 -0.33029  0.073
13 H -0.25658 -2.83007 1.22085  0.145
14 H -1.39977 -1.95235 0.06560  0.053

Its structure (SMILES) is COP(=O)(OC)OCl. For the HOMO-LUMO gap, the calculation gives 9.90 eV.



Molecular formula: C2H6ClOP
Method: DFT, ωB97M-V with the def2-TZVPD basis set

Each line ends with the Löwdin charge.
Cartesian coordinates (Å):
1 Cl -0.81850 -2.71901 0.72437  0.008
2 P -1.24745 -1.99869 2.52557  0.266
3 O 0.49200 1.45583 -0.80373  -0.122
4 C 1.71008 1.17472 -0.50026  -0.059
5 C -0.23832 0.93854 -1.71786  -0.071
6 H -1.19394 1.30335 -1.85124  0.030
7 H -2.53897 -1.51979 2.06577  -0.152
8 H 2.16718 1.58180 0.43456  0.082
9 H -0.59609 -0.63644 2.29097  -0.118
10 H -0.06363 -0.08347 -2.23969  0.110
11 H 2.32764 0.50316 -0.92846  0.026

For the HOMO-LUMO gap (spin up / spin down), the calculation gives 8.17 / 8.11 eV.



Molecular formula: C2H6ClOP
Method: DFT, ωB97M-V with the def2-TZVPD basis set

Each line ends with the Löwdin charge.
Cartesian coordinates (Å):
1 Cl 0.27312 1.18666 1.73411  0.348
2 P -0.57469 0.65903 -0.01070  0.251
3 O -1.58794 1.60185 -0.45075  -0.370
4 C 1.10947 0.54373 -0.93166  -0.235
5 C -0.84534 -1.08853 0.55398  -0.251
6 H 2.02779 0.36959 -0.25940  0.057
7 H 0.90149 -0.42105 -1.43526  0.024
8 H 1.28955 1.38189 -1.65038  0.052
9 H -1.25483 -1.00585 1.62190  0.055
10 H 0.17372 -1.42707 0.73521  0.030
11 H -1.51236 -1.80027 0.09294  0.039

Its structure (SMILES) is CP(C)(=O)Cl. For the HOMO-LUMO gap, the calculation gives 11.29 eV.



Molecular formula: C2H6CsO
Method: DFT, ωB97M-V with the def2-TZVPD basis set

Each line ends with the Löwdin charge.
Cartesian coordinates (Å):
1 Cs 3.46028 3.18196 -3.72751  0.988
2 O -0.57484 -0.35155 -1.11181  -0.079
3 C -0.85215 -0.08010 1.31819  -0.062
4 C 0.03598 -0.58226 0.11047  -0.330
5 H -0.12571 -0.90561 -1.75439  0.081
6 H 1.00711 -0.08800 0.13715  0.094
7 H -0.94131 1.00514 1.26935  0.059
8 H -1.89781 -0.38765 1.30871  0.074
9 H -0.35252 -0.14053 2.28506  0.069
10 H 0.24094 -1.65144 0.16481  0.106

Its charge is +1. For the HOMO-LUMO gap, the calculation gives 8.31 eV.



Molecular formula: C2H6ErFO2
Method: DFT, ωB97M-V with the def2-TZVPD basis set

Each line ends with the Mulliken spin population.
Cartesian coordinates (Å):
1 Er -1.38335 -1.97791 -0.18998  3.014
2 F -2.80168 -1.49118 1.21613  -0.004
3 O -0.89437 -0.30728 -1.65342  -0.003
4 O 0.31593 -0.26200 0.21779  -0.005
5 C 1.07893 0.30951 1.28045  0.000
6 C 0.00884 0.56895 -0.87002  -0.002
7 H 1.83296 -0.42965 1.56186  0.000
8 H -0.50275 1.51716 -0.65951  -0.001
9 H -0.56756 -0.45778 -2.54743  0.000
10 H 0.41780 0.50302 2.13541  0.000
11 H 1.56752 1.22769 0.93249  0.000
12 H 0.92771 0.79947 -1.42377  0.000

Its charge is +2. As for the spin multiplicity: 4. For the HOMO-LUMO gap (spin up / spin down), the calculation gives 9.48 / 9.62 eV. The expectation value of S² is 3.7525.



Molecular formula: C2H6F2O3SSi
Method: DFT, ωB97M-V with the def2-TZVPD basis set

Each line ends with the Löwdin charge.
Cartesian coordinates (Å):
1 S 1.70148 0.68290 0.01082  0.789
2 Si -1.34989 0.76395 -0.35191  0.438
3 F 2.11144 -1.80611 -0.47820  0.099
4 F 3.82933 -0.69892 0.24125  0.084
5 O -0.16026 0.03931 0.45746  -0.417
6 O 2.04730 1.67553 0.95716  -0.243
7 O 1.76187 0.93365 -1.37615  -0.251
8 C 2.52599 -0.93205 0.42392  -0.432
9 C -2.80544 -0.40436 0.01676  -0.220
10 H 2.32543 -1.27035 1.44359  0.162
11 H -1.08919 0.83062 -1.78744  -0.030
12 H -1.58485 2.10934 0.18166  -0.033
13 H -3.13831 -0.32250 1.04523  0.020
14 H -3.64202 -0.15930 -0.62536  0.013
15 H -2.53287 -1.44173 -0.15878  0.023

Its structure (SMILES) is C[SiH2]OS(=O)(=O)C(F)F. For the HOMO-LUMO gap, the calculation gives 10.41 eV.



Molecular formula: C2H6FN2
Method: DFT, ωB97M-V with the def2-TZVPD basis set

Each line ends with the Löwdin charge.
Cartesian coordinates (Å):
1 F -1.90933 0.31323 -1.83818  0.027
2 N -0.07664 1.90589 0.86137  0.349
3 N -0.04593 -0.30202 -0.06143  0.089
4 C 0.90414 -1.19126 0.63600  0.005
5 C -0.12258 0.86993 0.35245  -0.158
6 H 1.60037 -1.66762 -0.02099  0.088
7 H 0.57708 2.67565 0.92427  0.155
8 H 1.36394 -0.84426 1.51518  0.082
9 H -2.15938 0.83022 -2.49225  0.069
10 H -0.53837 -0.39653 -0.94031  0.140
11 H 0.40670 -2.19324 1.06389  0.154

Its charge is +1. For the HOMO-LUMO gap, the calculation gives 12.07 eV.



Molecular formula: C2H6FNO
Method: DFT, ωB97M-V with the def2-TZVPD basis set

Each line ends with the Löwdin charge.
Cartesian coordinates (Å):
1 F -1.98084 -0.99125 0.43090  -0.067
2 O 1.77187 -0.04745 0.53364  -0.113
3 N -0.93119 1.12477 0.30834  0.039
4 C 1.01108 -1.05978 0.06370  -0.113
5 C -1.01749 -0.20076 -0.15917  -0.304
6 H 1.50698 0.85810 0.22270  0.105
7 H 1.05638 -1.79638 0.81900  0.067
8 H -1.79400 1.65332 0.28601  0.084
9 H -0.45195 1.11196 1.19038  0.070
10 H -1.15622 -0.52124 -1.26367  0.125
11 H 1.08325 -1.29603 -1.07830  0.106

For the HOMO-LUMO gap, the calculation gives 9.44 eV.



Molecular formula: C2H6FOS
Method: DFT, ωB97M-V with the def2-TZVPD basis set

Each line ends with the Löwdin charge.
Cartesian coordinates (Å):
1 S -0.17582 -1.24461 0.56445  0.820
2 F 0.45914 2.50262 -0.42288  -0.796
3 O 1.04312 -1.36908 1.52261  -0.637
4 C -0.97043 0.37846 0.93510  -0.281
5 C 0.59296 -0.66261 -1.09419  -0.263
6 H -0.63511 0.86474 1.85117  0.054
7 H -2.05474 0.30939 1.02223  0.026
8 H 1.30366 0.13581 -0.88086  0.038
9 H -0.06537 -0.39755 -1.92151  0.042
10 H -0.64437 0.92064 0.04750  -0.023
11 H 1.14694 -1.43778 -1.62365  0.020

Its charge is -1. For the HOMO-LUMO gap, the calculation gives 7.31 eV.



Molecular formula: C2H6FP
Method: DFT, ωB97M-V with the def2-TZVPD basis set

Each line ends with the Löwdin charge.
Cartesian coordinates (Å):
1 P 0.82218 1.24409 -0.51399  0.704
2 F -2.42738 -0.55696 -2.19916  -0.038
3 C 1.08533 0.62350 1.30340  -0.445
4 C -1.59614 -0.86510 -1.18685  -0.079
5 H -1.85221 -0.70646 -0.14467  0.035
6 H 1.32221 1.58000 1.76154  -0.020
7 H 1.49358 0.15480 -1.04666  -0.211
8 H 1.87949 -0.17589 1.53561  0.051
9 H 0.12291 0.32319 1.64559  -0.028
10 H -0.84997 -1.62117 -1.15481  0.031

For the HOMO-LUMO gap (spin up / spin down), the calculation gives 8.08 / 8.70 eV.



Molecular formula: C2H6FPS2
Method: DFT, ωB97M-V with the def2-TZVPD basis set

Each line ends with the Löwdin charge.
Cartesian coordinates (Å):
1 S 0.13442 1.49896 2.54851  0.222
2 S 2.15447 -1.24257 1.60981  0.212
3 P 0.86728 0.18208 1.28094  -0.055
4 F -2.82927 1.38383 1.02209  -0.131
5 C 0.09001 0.27870 -0.40802  -0.408
6 C 0.42513 -0.94325 -1.44655  -0.136
7 H 0.26423 -1.89161 -0.99095  0.035
8 H 1.48833 -1.05005 -1.72817  0.064
9 H -1.00188 0.31101 -0.20146  0.055
10 H -2.06591 1.03431 1.48754  -0.011
11 H -0.14994 -0.73483 -2.37183  0.074
12 H 0.62313 1.17344 -0.80190  0.080

For the HOMO-LUMO gap, the calculation gives 8.32 eV.



Molecular formula: C2H6IN2O
Method: DFT, ωB97M-V with the def2-TZVPD basis set

Each line ends with the Löwdin charge.
Cartesian coordinates (Å):
1 I -2.19419 0.04343 -0.24541  0.922
2 O 1.92785 -1.45359 -1.02490  0.286
3 N 0.05634 1.86507 0.49517  0.056
4 N 0.08253 -2.12950 0.29115  0.213
5 C -0.23139 0.73021 -0.60018  -0.653
6 C 0.97404 -1.63399 -0.42303  -0.255
7 H -0.23732 1.38985 1.34955  0.111
8 H 0.15544 -2.95457 0.76585  0.129
9 H 1.02476 1.74617 0.11496  0.154
10 H -0.74221 -1.56021 0.55202  -0.046
11 H -0.33213 1.32205 -1.46132  -0.028
12 H -0.48372 2.63508 0.18615  0.110

Its charge is +1. For the HOMO-LUMO gap, the calculation gives 8.68 eV.



Molecular formula: C2H6IN3
Method: DFT, ωB97M-V with the def2-TZVPD basis set

Each line ends with the Löwdin charge.
Cartesian coordinates (Å):
1 I 3.50212 0.12216 -0.21016  0.356
2 N -0.52941 3.33420 -0.18064  0.062
3 N -0.23447 -1.53987 -0.75060  -0.007
4 N -1.04670 -0.98594 0.13419  -0.141
5 C 0.02478 2.74029 0.66855  -0.038
6 C -1.38202 0.20150 0.08857  -0.143
7 H 0.06006 -1.04106 -1.56954  0.074
8 H -1.84443 0.71810 0.89684  0.039
9 H -0.83079 3.43190 -1.08341  0.037
10 H 2.60881 0.42710 1.05469  -0.372
11 H -0.94707 0.90296 -0.70735  0.050
12 H -0.33462 -2.52713 -0.86511  0.082

For the HOMO-LUMO gap, the calculation gives 9.63 eV.